[1]
DFT (ωB97M-V/def2-TZVPD) results for a molecular structure, H3N2O2P in a non-equilibrium geometry.

The geometry in XYZ format:
```
8
Properties=species:S:1:pos:R:3:forces:R:3:nbo_charge:R:1
N 0.3777 1.1915 0.9191 -1.0 -0.6 0.8 -1.1682
N -0.6980 -0.9620 -0.9819 4.6 0.6 0.4 0.3903
O -1.7546 -0.6054 -0.6129 -2.4 0.1 0.3 -0.3794
O -0.3214 -2.0633 -1.3621 -1.0 0.9 0.0 -0.4106
P 1.0397 0.4188 -0.3723 -0.6 -1.2 -1.8 0.7774
H -0.4320 0.7273 1.3333 0.4 0.3 0.3 0.4160
H 0.3711 2.2038 1.0670 0.1 -0.7 -0.6 0.4241
H 1.4175 -0.9107 0.0098 -0.1 0.6 0.7 -0.0496
```
Forces are in eV/Å.

Energy relative to the best compared isomer or geometry (same formula, charge and spin) = 89.8 kcal per mole
Kohn-Sham gap = 8.9 eV

=====

[2]
DFT (ωB97M-V/def2-TZVPD) results for 2 unconnected molecules or ions with the total composition H3N2O2P in a non-equilibrium geometry.

The geometry in XYZ format:
```
8
Properties=species:S:1:pos:R:3:forces:R:3:nbo_charge:R:1
N -1.0935 0.4878 -0.3331 1.2 4.0 0.3 -1.0362
N 2.5686 -0.3039 0.1069 2.0 0.2 -0.4 0.3652
O 2.5248 0.8760 0.1131 -0.8 0.2 0.2 -0.3357
O 1.4412 -0.9700 0.2080 1.3 -2.8 -0.2 -0.5096
P -2.5578 0.0941 0.1014 -1.1 -1.7 0.2 0.6363
H -0.9397 1.5843 -0.3151 0.2 -2.9 -0.5 0.4028
H 0.6883 -0.4673 0.3937 -2.5 2.4 0.3 0.4780
H -2.6319 -1.3010 -0.2749 -0.3 0.6 0.0 -0.0007
```
Forces are in eV/Å.

Energy relative to the best compared isomer or geometry (same formula, charge and spin) = 80.1 kcal per mole
Spin multiplicity = 3
Kohn-Sham gap (spin up / spin down) = 8.5 / 7.2 eV

=====

[3]
DFT (ωB97M-V/def2-TZVPD) results for a gas-phase ion, H3N2O2S (charge -1) in a non-equilibrium geometry.

The geometry in XYZ format:
```
8
Properties=species:S:1:pos:R:3:forces:R:3:nbo_charge:R:1
N 0.2052 -1.5604 -0.4524 0.2 -2.8 0.7 -1.2586
N -1.1755 0.6508 0.1201 2.0 -1.9 -0.5 -1.0692
O 1.1160 0.2446 1.0813 1.1 0.2 0.5 -1.0401
O 1.1097 0.3937 -1.4142 0.4 1.7 -0.6 -1.0014
S 0.5583 -0.1262 -0.2007 -3.1 -0.3 0.5 2.3618
H 0.1112 -2.0960 0.4261 -0.1 0.6 -0.6 0.3429
H -0.8068 1.0814 0.9259 -0.1 0.7 1.8 0.3399
H -1.1182 1.4122 -0.4861 -0.4 1.7 -1.8 0.3246
```
Forces are in eV/Å.

Energy relative to the best compared isomer or geometry (same formula, charge and spin) = 13.4 kcal per mole
Total charge = -1
Kohn-Sham gap = 8.6 eV

=====

[4]
DFT (ωB97M-V/def2-TZVPD) results for 2 unconnected molecules or ions with the total composition H3N2O3S in a non-equilibrium geometry.

The geometry in XYZ format:
```
9
Properties=species:S:1:pos:R:3:forces:R:3:nbo_charge:R:1
N 0.7076 -1.6695 -1.6390 -2.7 -0.5 -0.1 -0.3003
N -0.1608 -2.1434 -0.8471 2.4 0.3 -0.9 -0.3093
O -1.3241 1.8020 1.6766 1.0 -0.6 -1.1 -0.9717
O 0.0667 1.5598 -0.5756 0.1 -0.1 1.5 -1.0344
O 1.0569 0.8824 1.6497 -0.1 0.5 -0.7 -1.0317
S -0.0946 0.8176 0.7183 -0.8 -0.6 0.0 1.6156
H -0.8024 2.5979 1.5511 -0.2 0.9 0.3 0.4365
H 0.1170 -1.3324 -2.4543 0.9 0.1 0.7 0.2957
H 0.4337 -2.5144 -0.0798 -0.6 0.2 0.2 0.2994
```
Forces are in eV/Å.

Energy relative to the best compared isomer or geometry (same formula, charge and spin) = 40.4 kcal per mole
Total charge = -1
Kohn-Sham gap = 8.0 eV

=====

[5]
DFT (ωB97M-V/def2-TZVPD) results for a single H3N2P molecule in a non-equilibrium geometry.

The geometry in XYZ format:
```
6
Properties=species:S:1:pos:R:3:forces:R:3:nbo_charge:R:1
N 0.6647 0.6927 0.2427 0.0 -0.5 1.7 -0.6975
N 0.2433 -0.3139 -0.8129 3.2 0.8 -2.6 -0.7178
P -0.9780 0.7151 -0.2737 -2.7 0.1 2.1 0.6759
H 0.9558 0.3543 1.1952 -0.2 0.1 -1.3 0.3825
H 0.5515 0.3030 -1.6139 0.0 -1.8 0.2 0.3482
H -1.4827 -0.1960 0.7445 -0.4 1.2 -0.1 0.0087
```
Forces are in eV/Å.

Energy relative to the best compared isomer or geometry (same formula, charge and spin) = 50.8 kcal per mole
Spin multiplicity = 3
Kohn-Sham gap (spin up / spin down) = 6.2 / 6.9 eV

=====

[6]
DFT (ωB97M-V/def2-TZVPD) results for a single H3N3 molecule in a non-equilibrium geometry.

The geometry in XYZ format:
```
6
Properties=species:S:1:pos:R:3:forces:R:3:nbo_charge:R:1
N 1.1968 -0.1801 -0.0168 -3.1 2.5 -0.6 -0.4956
N 0.1800 0.6838 -0.1305 3.8 -4.4 0.5 0.0335
N -0.9405 -0.0663 -0.1239 0.4 -1.0 0.2 -0.6050
H 2.1114 0.2554 -0.1639 -0.6 0.8 0.1 0.3288
H -0.8271 -1.0751 0.1519 0.2 1.4 -0.4 0.3691
H -1.7206 0.3823 0.2833 -0.8 0.7 0.2 0.3692
```
Forces are in eV/Å.

Energy relative to the best compared isomer or geometry (same formula, charge and spin) = 70.4 kcal per mole
Kohn-Sham gap = 10.7 eV

=====

[7]
DFT (ωB97M-V/def2-TZVPD) results for 2 unconnected molecules or ions with the total composition H3N3 in a non-equilibrium geometry.

The geometry in XYZ format:
```
6
Properties=species:S:1:pos:R:3:forces:R:3:nbo_charge:R:1
N 1.1669 -0.4562 0.1030 -1.8 2.5 0.3 -1.0494
N -2.2325 0.5432 0.0652 0.5 1.0 0.7 -0.0013
N -1.7727 1.3574 0.6407 -0.6 -1.0 -0.7 0.0034
H 0.6215 0.4374 -0.1850 1.6 -1.9 0.5 0.3505
H 1.7537 -0.7298 -0.6397 1.2 0.3 -1.2 0.3513
H 0.4630 -1.1519 0.0159 -1.0 -0.8 0.4 0.3455
```
Forces are in eV/Å.

Energy relative to the best compared isomer or geometry (same formula, charge and spin) = 4.9 kcal per mole
Kohn-Sham gap = 11.9 eV

=====

[8]
DFT (ωB97M-V/def2-TZVPD) results for 2 unconnected molecules or ions with the total composition H3N3O2 in a non-equilibrium geometry.

The geometry in XYZ format:
```
8
Properties=species:S:1:pos:R:3:forces:R:3:nbo_charge:R:1
N -1.0996 -0.3155 -0.7022 -1.0 1.6 -0.4 -0.5340
N -0.3984 0.7858 -0.9599 1.0 -0.4 0.2 -0.4223
N 1.1044 0.2483 1.1278 -0.3 1.0 -1.0 0.4973
O 0.5831 -0.7926 1.3822 0.7 0.0 0.7 -0.3214
O 2.0785 0.8429 1.4941 -0.5 -1.0 0.3 -0.3040
H -0.7916 -1.2529 -0.6219 0.8 -0.7 -0.1 0.3744
H -2.0877 -0.1584 -0.4426 1.2 0.0 -0.2 0.3788
H 0.6114 0.6424 -1.2775 -1.9 -0.7 0.6 0.3313
```
Forces are in eV/Å.

Energy relative to the best compared isomer or geometry (same formula, charge and spin) = 40.2 kcal per mole
Kohn-Sham gap (spin up / spin down) = 10.4 / 6.8 eV

=====

[9]
DFT (ωB97M-V/def2-TZVPD) results for a molecular structure, H3N3O2 in a non-equilibrium geometry.

The geometry in XYZ format:
```
8
Properties=species:S:1:pos:R:3:forces:R:3:nbo_charge:R:1
N 0.6763 0.1504 -0.1316 -1.6 1.1 -0.9 -0.4569
N -0.3781 -0.5658 0.1091 5.4 -3.2 2.1 -0.0854
N -1.5681 -0.2060 0.1835 -5.4 3.9 -0.6 0.4060
O -1.7124 1.5410 -0.2205 -0.5 -3.1 0.0 -0.6426
O -2.5791 -0.8884 -0.0411 1.3 0.4 0.2 -0.4072
H -2.6521 1.4702 -0.5492 1.2 -0.1 0.5 0.4607
H 1.4590 -0.2712 0.3146 0.6 -0.7 0.4 0.3241
H -0.2085 -1.4774 0.7097 -1.0 1.7 -1.8 0.4013
```
Forces are in eV/Å.

Energy relative to the best compared isomer or geometry (same formula, charge and spin) = 82.4 kcal per mole
Kohn-Sham gap (spin up / spin down) = 8.0 / 8.3 eV

=====

[10]
DFT (ωB97M-V/def2-TZVPD) results for 2 unconnected molecules or ions with the total composition H3N3O2 in a non-equilibrium geometry.

The geometry in XYZ format:
```
8
Properties=species:S:1:pos:R:3:forces:R:3:nbo_charge:R:1
N 1.6736 -0.3052 -1.1549 -0.3 6.2 -4.7 0.2996
N 1.2578 0.4222 0.9282 -1.7 5.1 4.0 -0.3249
N 1.4694 -0.2974 -0.0351 0.1 -8.3 2.4 -0.0562
O -1.9455 -0.0543 0.6325 1.1 -0.7 0.7 -0.9598
O 1.9318 -0.8280 -2.1842 0.7 -2.6 -1.2 -0.2673
H 0.2349 0.6409 1.0800 1.1 -0.5 -0.4 0.3477
H -2.8412 -0.3549 0.5285 -0.5 0.3 -0.3 0.4877
H -1.7808 0.7768 0.2050 -0.6 0.5 -0.5 0.4732
```
Forces are in eV/Å.

Energy relative to the best compared isomer or geometry (same formula, charge and spin) = 38.7 kcal per mole
Spin multiplicity = 3
Kohn-Sham gap (spin up / spin down) = 7.7 / 8.2 eV